# 1
A structure of composition C19H16F2GaN5PSe2. Source: OMol25; level of theory: wB97M-V/def2-TZVPD.

The geometry in XYZ format:
```
46
Properties=species:S:1:pos:R:3:forces:R:3
H -5.076655 -0.289620 -0.469394 -0.0017 0.0015 -0.0025
H 0.215735 -2.794976 -0.826735 0.0066 0.0120 0.0032
H 1.082839 -0.561282 4.791639 0.0046 -0.0037 -0.0018
F -1.092302 1.464698 -2.451171 -0.0032 0.0135 -0.0290
C -0.757273 -2.335976 -0.765321 -0.0212 -0.0143 -0.0146
N -2.167462 1.261863 0.139558 -0.0488 -0.0757 -0.0030
N -2.953681 -2.092142 -0.889923 -0.0441 0.0357 0.0118
C -4.391403 0.507305 -0.209541 0.0423 -0.0159 -0.0049
C 2.864191 -3.435132 4.890439 0.0073 -0.0004 -0.0133
C 3.868157 3.138238 4.429233 0.0068 0.0035 0.0025
N -1.020916 -1.095900 -0.398732 0.0986 0.0371 -0.0217
C 4.595459 1.535003 2.275232 -0.0029 -0.0036 -0.0073
C 1.762717 -1.342091 4.471460 -0.0278 0.0257 0.0199
C 5.142060 3.232173 3.885442 0.0020 -0.0119 -0.0117
H -4.459963 3.636965 0.630126 -0.0002 -0.0012 0.0021
C -2.379942 -0.987406 -0.496384 0.0548 -0.0768 -0.0092
C -3.022036 0.288417 -0.181764 -0.0340 0.0623 0.0084
H 1.955914 2.181931 4.318029 0.0027 0.0044 -0.0003
N -1.910537 -2.929401 -1.053911 0.0379 -0.0180 0.0138
H 4.875511 0.922740 1.426987 -0.0039 -0.0022 0.0000
C 5.505019 2.433307 2.810136 -0.0012 0.0132 0.0147
C 3.319246 1.439334 2.823894 0.0374 -0.0327 -0.0755
H 1.513401 -2.484687 6.262308 0.0005 -0.0017 0.0006
Se 0.102382 0.904955 2.361452 -0.0194 0.1586 -0.0470
H 3.049002 -4.280947 5.539069 -0.0021 0.0000 0.0021
H 3.729372 -2.232664 1.847468 0.0025 0.0062 -0.0014
C -2.672095 2.452652 0.430469 -0.0067 -0.0078 -0.0047
H 4.156371 -4.152672 3.334330 0.0009 -0.0014 0.0020
C 0.162948 1.272382 -1.930205 0.0082 0.1301 0.1425
C 2.001733 -2.426194 5.299058 0.0048 -0.0100 0.0052
H -1.979205 3.242017 0.693411 0.0038 -0.0008 -0.0053
C 3.487011 -3.364901 3.652464 -0.0116 0.0026 0.0138
Se 2.486376 -0.222583 0.087040 -0.0007 -0.1351 0.0000
C -4.045991 2.664493 0.396470 0.0172 0.0046 0.0024
F 0.715679 0.217527 -2.631872 0.0129 -0.0026 -0.0246
H 5.852831 3.935903 4.297425 0.0000 0.0009 0.0014
P 2.181614 0.191261 2.199700 -0.0104 0.0179 0.0732
C 2.953693 2.242627 3.900208 -0.0415 -0.0060 0.0204
H 6.495173 2.513325 2.382616 0.0005 -0.0003 -0.0003
C 3.250931 -2.283266 2.817563 -0.0166 -0.0049 0.0126
H 3.584025 3.767094 5.261979 0.0011 0.0005 0.0009
C 2.388501 -1.270953 3.229754 0.0746 -0.0371 -0.0589
H 0.760442 2.156374 -2.153312 -0.0159 0.0070 -0.0387
N -4.898446 1.698667 0.080701 -0.0227 0.0006 -0.0031
Ga 0.080082 0.586674 -0.032217 -0.0879 -0.0746 0.0225
H -2.067712 -3.874635 -1.368279 -0.0037 0.0008 0.0027
```
Forces are in eV/Å.

Strongest force on any atom (eV Å⁻¹): 0.19
HOMO energy (Eh): -0.43404
Charge: +1
Energy relative to the best compared isomer or geometry (same formula, charge and spin) (eV): 0.010
Orbital gap (hartree): 0.31022

***

# 2
A structure of composition C19H16IN3O3PtS. Source: OMol25; level of theory: wB97M-V/def2-TZVPD.

The geometry in XYZ format:
```
44
Properties=species:S:1:pos:R:3:forces:R:3
N 0.604455 -0.587284 1.381650 0.0613 0.4462 -0.0592
H 2.855218 -1.099926 2.792092 0.0005 -0.0180 0.0123
H -3.292437 2.356657 -3.545109 -0.0120 0.0029 -0.0017
N -3.513361 0.594571 -0.717378 0.1421 0.0039 -0.1541
C 2.908628 -0.953388 -1.483893 -0.0057 -0.0202 -0.0518
H -1.221274 -2.621389 -3.197324 0.0080 -0.0128 -0.0039
H 5.030296 -0.808166 -1.467457 0.0067 0.0038 0.0090
O -0.663358 -1.546180 -1.012096 -0.1090 0.4559 -0.2809
S -4.804533 0.815332 1.609993 0.0008 0.0770 -0.0229
C 1.361948 0.391857 5.426923 0.0123 -0.0103 0.0008
H -5.450411 3.155347 0.093634 -0.0063 0.0021 -0.0116
H -0.250184 -2.399476 -4.682766 0.0043 0.0146 -0.0054
C -0.123876 0.306999 3.539351 -0.0280 0.0481 -0.0019
Pt -1.271021 -0.568102 0.626021 0.0806 -0.3140 0.0750
C -4.448630 2.921273 -1.782509 0.0149 -0.0189 -0.0125
H -1.112143 -1.040389 -3.950886 -0.0104 -0.0041 0.0042
H -0.657343 1.109252 5.450995 0.0072 0.0071 0.0035
C 2.931338 -1.267344 -2.812894 0.0060 -0.0126 0.0107
C 0.515610 -1.372803 -1.521839 0.0947 -0.2120 0.1737
C 1.625330 -0.600973 0.580841 -0.0136 -0.2240 -0.0299
C 1.657946 -0.980134 -0.803876 -0.0791 0.2512 0.0198
N 1.826609 -1.578112 -3.528747 0.0007 -0.0085 0.0127
C 0.667789 -1.633814 -2.929004 0.0259 -0.1012 0.0008
O 4.240392 0.713314 -0.281040 0.0607 -0.0145 0.0066
C 2.341968 -0.233487 4.668802 -0.0090 0.0139 0.0003
C 2.093944 -0.573823 3.351341 -0.0179 -0.0110 -0.0031
I -2.066774 0.600801 2.751753 0.0542 -0.0917 0.0051
H 4.211518 1.318217 -1.029466 -0.0537 0.0028 0.0033
H -2.494892 0.234466 -2.450596 0.0078 -0.0177 0.0233
C -4.342790 1.338437 0.066609 -0.0606 -0.0433 0.0229
H 3.301664 -0.472516 5.106785 -0.0056 -0.0087 0.0057
C -3.149098 0.948320 -1.973284 -0.0140 0.0305 -0.0346
H 1.549675 0.650504 6.460297 0.0017 0.0081 -0.0034
C 0.865374 -0.274596 2.759281 -0.0445 -0.0665 -0.0178
H 2.570753 -0.267580 0.990187 0.0331 -0.1257 0.0418
C 0.125965 0.651017 4.859573 -0.0061 -0.0032 -0.0116
C -4.799750 2.547597 -0.517408 -0.0164 0.0018 0.0136
C -0.551675 -1.954720 -3.737874 0.0031 -0.0366 0.0147
H -4.827796 3.845190 -2.198864 0.0085 0.0067 0.0064
C -3.597359 2.100032 -2.541969 0.0063 0.0101 0.0347
H 4.348615 -1.260801 0.088093 0.0059 -0.0157 -0.0118
H 3.867812 -1.280214 -3.359148 -0.0032 0.0254 -0.0017
C 4.198789 -0.620909 -0.783361 -0.0240 0.0506 -0.0063
O -3.062932 -0.603056 -0.295431 -0.1282 -0.0715 0.2252
```
Forces are in eV/Å.

Strongest force on any atom (eV Å⁻¹): 0.55
HOMO energy (Eh): -0.28491
Energy relative to the best compared isomer or geometry (same formula, charge and spin) (eV): 0.236
Orbital gap (hartree): 0.25279

***

# 3
An isolated molecule of C19H16N2O3S. Source: OMol25; level of theory: wB97M-V/def2-TZVPD.

The geometry in XYZ format:
```
41
Properties=species:S:1:pos:R:3:forces:R:3
C 4.114627 1.718013 1.035138 -0.2502 -0.2501 0.0506
C 3.289963 0.843201 0.336211 0.3354 0.3381 -0.2267
H -6.524186 -0.116324 0.342365 0.0644 0.0740 0.0787
H -1.120365 -2.673960 0.607002 -0.0243 0.0208 0.0119
N -4.749362 0.906283 0.288092 0.0814 -0.2316 -0.7034
C 4.463345 1.359193 -1.687738 0.0480 0.0361 0.0151
N -0.330240 -0.180933 1.285622 0.6419 0.1900 0.1212
H 6.075799 2.755253 -1.511748 0.0673 0.0474 -0.0428
H -1.414323 1.800088 2.496332 0.0706 0.0137 0.0067
C -5.459806 -0.505318 -1.498927 0.2340 0.0922 -0.0691
H 3.959480 1.847696 2.095015 -0.0212 -0.0025 0.1159
C 1.820792 -1.002349 0.666673 -0.1824 -0.4807 -0.1093
S -2.411076 2.207696 0.376457 -0.1908 -0.0671 0.0611
H 4.591909 1.221587 -2.750997 0.0054 -0.0114 -0.0843
C -3.597432 1.153757 -0.394661 0.6547 0.4872 0.1950
H 0.374198 -4.460318 -0.204078 -0.0477 -0.0858 -0.0178
C -5.648773 0.061064 -0.263093 -0.4711 -0.3301 -0.1258
H -6.213670 -1.167633 -1.893243 -0.0921 -0.0444 0.0202
C 5.293395 2.222465 -0.993419 0.0983 0.0703 -0.0661
C 0.781383 -3.492030 0.042520 0.1078 0.0131 -0.0069
H -4.139852 -0.652386 -3.194210 0.0125 -0.0476 -0.1050
C -2.146884 1.244285 1.916593 -0.3179 0.0611 -0.3766
H 0.212840 0.654856 1.465678 -0.2426 -0.1119 -0.0136
H -3.104866 1.189924 2.435825 0.1928 -0.0896 -0.0289
O 2.278881 0.241563 1.047091 -0.1707 -0.0388 0.1415
C 2.659542 -2.012663 0.225902 -0.0096 0.2129 0.1580
C -1.672882 -0.124733 1.476831 -0.0991 0.3420 0.2708
O -2.447696 -1.031872 1.258154 -0.0879 -0.1510 0.0289
C -0.064147 -2.494906 0.496875 -0.1171 -0.0875 -0.0015
C -3.370352 0.613463 -1.644182 -0.2449 -0.2075 -0.1267
C -4.308660 -0.221905 -2.221240 0.0135 0.0788 0.0546
H 3.718513 -1.819976 0.134986 0.0571 0.0172 -0.0070
C 5.111466 2.403632 0.367562 0.0253 0.0050 -0.0530
H 2.798381 -4.037796 -0.431472 0.0631 -0.0681 -0.0311
O -4.972152 1.441133 1.401892 -0.3223 0.3003 0.8549
C 2.138140 -3.256166 -0.088585 -0.0017 -0.0683 -0.0381
C 0.444745 -1.243283 0.816007 0.2574 0.0752 -0.1132
C 3.458962 0.670493 -1.032349 -0.2544 -0.1138 0.1300
H -2.444689 0.853193 -2.142752 0.0915 -0.0092 0.0069
H 5.751164 3.079529 0.914833 0.0470 0.0548 0.0509
H 2.803891 0.006173 -1.576973 -0.0213 -0.0330 -0.0263
```
Forces are in eV/Å.

Strongest force on any atom (eV Å⁻¹): 0.96
HOMO energy (Eh): -0.30323
Energy relative to the best compared isomer or geometry (same formula, charge and spin) (eV): 1.582
Orbital gap (hartree): 0.32151

***

# 4
An isolated molecule of C19H16O6. Source: OMol25; level of theory: wB97M-V/def2-TZVPD.

The geometry in XYZ format:
```
41
Properties=species:S:1:pos:R:3:forces:R:3
H -5.872971 1.543764 0.841669 -0.0034 0.1048 0.0415
C -3.435822 1.005058 -0.047090 0.8992 0.1696 -0.0167
O -8.133306 0.118675 0.886964 0.0565 -0.1328 -0.0825
H 7.682585 1.350271 -0.904909 0.0494 -0.0556 0.0137
H 8.781447 -1.447721 -0.083569 -0.0278 -0.0881 0.0370
O 1.172862 3.278300 0.138157 0.0414 -0.0454 -0.0166
O -7.930302 -2.334789 -0.239006 -0.1383 -0.0105 0.0271
C -2.153800 0.662384 -0.261459 -0.7892 0.1214 0.0630
C -1.055683 1.590126 -0.116038 0.6989 0.1737 0.0592
H -3.637488 2.026601 0.249167 0.0275 0.1042 0.0154
O 7.902565 0.455470 -0.624530 -0.0443 -0.1614 0.0623
C 6.916066 -1.515182 0.224225 -0.2388 0.3137 -0.0692
C 2.712777 1.526169 -0.094901 0.3668 -0.2171 0.1089
H -1.875247 -0.346299 -0.525968 0.0171 -0.1011 -0.0026
C 4.551691 -1.626937 0.615286 -0.1408 0.3206 -0.0920
O -1.349946 2.858541 0.140287 0.0721 -0.0494 -0.0211
H -5.598551 -2.933967 -1.201086 0.0020 -0.1238 -0.0593
H -8.068564 1.005868 1.255563 -0.0360 -0.0555 -0.0136
C 5.796996 -2.220619 0.640885 0.4396 0.0624 -0.0873
C 3.050962 0.256449 0.170407 -0.5223 0.5428 -0.0840
H -0.470080 3.340684 0.202197 -0.1109 -0.1693 -0.0333
C 0.242467 1.155690 -0.218462 -0.3454 0.1691 0.0482
H 5.419436 1.414297 -0.589795 0.0081 0.1285 -0.0531
C -6.843021 -1.529875 -0.208605 0.1090 0.4802 0.1847
O 8.138611 -2.093769 0.242395 0.1473 0.0477 -0.0420
C 5.514729 0.397114 -0.238310 -0.0445 -0.1851 0.0703
H 2.271834 -0.446625 0.436491 -0.1215 -0.0185 -0.0042
C -5.638339 -1.954908 -0.751291 -0.3069 -0.0313 0.1098
C 4.381906 -0.310412 0.180152 0.5836 -0.3734 0.0461
H 0.432046 0.122425 -0.445949 -0.0768 -0.1245 -0.0353
H 3.691019 -2.191236 0.942450 -0.1004 -0.0394 0.0229
C -5.803826 0.560849 0.393690 0.1884 -0.1437 -0.0991
C -6.915570 -0.252034 0.367976 0.0322 -0.2055 -0.1064
H 5.926325 -3.235803 0.979535 0.0247 -0.1295 0.0413
H -8.662945 -1.866164 0.184542 0.0265 -0.0611 -0.0403
C 1.346116 2.057926 -0.045377 -0.3120 -0.0054 0.0146
C 6.759626 -0.191499 -0.219603 -0.0964 -0.0592 0.0483
H -3.604215 -1.494953 -1.146757 0.0997 -0.0471 -0.0591
C -4.580056 0.127860 -0.132612 -0.5672 -0.4231 -0.0630
C -4.524659 -1.142751 -0.710139 0.0256 0.2524 0.0856
H 3.462337 2.281024 -0.286570 0.1074 0.0658 -0.0192
```
Forces are in eV/Å.

Strongest force on any atom (eV Å⁻¹): 0.92
HOMO energy (Eh): -0.28891
SMILES: O=C(/C=C(O)/C=C/c1ccc(O)c(O)c1)/C=C/c1ccc(O)c(O)c1
Energy relative to the best compared isomer or geometry (same formula, charge and spin) (eV): 0.898
Orbital gap (hartree): 0.27041

***

# 5
A structure of composition C19H17AsF6N3O9RhS2 at a distorted geometry. Source: OMol25; level of theory: wB97M-V/def2-TZVPD.

The geometry in XYZ format:
```
58
Properties=species:S:1:pos:R:3:forces:R:3
H 1.030766 -3.904787 4.374709 0.0365 -0.0178 -0.0163
C -2.074447 -1.534506 -4.737585 -0.0040 -0.0105 0.0065
C 4.314134 0.251273 -0.403713 -0.1936 -0.3959 0.0122
As 0.201113 1.092317 -1.538414 1.0525 -0.1019 -0.6035
O 2.221640 3.036813 1.863112 0.4098 0.1934 0.2355
H 1.284311 -0.774584 -2.837381 -0.0281 -0.0306 -0.0241
C -1.726916 -1.148408 -3.453709 -0.0700 -0.0056 0.0690
S -0.828210 2.998999 2.050706 -0.0141 -0.0210 0.0357
C -2.048102 0.126863 -2.987245 0.0110 -0.0462 -0.0750
F 3.622343 3.880502 4.276907 0.0809 0.0564 -0.0431
C 1.127865 0.281963 -3.024255 0.1995 -0.1198 0.2116
O -0.225234 2.697846 0.737153 0.0681 -0.6589 0.4550
Rh 1.721062 1.363899 0.368393 -1.8274 -0.3352 -0.6680
H -1.782216 -0.310149 -0.905973 -0.0816 -0.0302 0.1248
F -1.424858 1.441087 4.092927 -0.1187 0.0856 -0.0008
N 0.077291 3.912397 2.930065 0.0462 0.0170 -0.2646
C -3.075689 0.616663 -5.113642 -0.0081 0.0028 -0.0604
O -2.194100 3.391340 2.033682 0.0687 0.1133 0.0282
S 1.621678 4.125266 2.631584 0.1115 -0.0829 -0.2222
O 0.123841 -6.092503 4.727704 -0.0409 0.0603 -0.1661
H -0.454134 2.833780 -3.234792 -0.0100 -0.1262 -0.0233
F 0.452130 0.992339 3.128445 -0.0056 -0.0472 0.0584
C 2.299936 3.895883 4.329561 -0.2399 -0.1591 0.0759
H 1.530619 -1.875472 2.995778 -0.0048 -0.0202 0.0394
H 0.562339 0.433682 -3.938895 -0.0746 0.0363 -0.0217
C 0.499501 -2.624975 1.278237 0.1596 0.1472 0.1313
C -0.501248 -4.795179 1.487090 -0.1375 -0.1553 -0.0714
C -2.746734 -0.649655 -5.573042 0.0366 -0.0157 0.0265
O -0.981708 -6.936665 3.082665 0.1007 0.1650 0.0300
O 1.508437 -0.524932 1.027539 -0.0141 1.1001 -0.3450
O 0.231769 -1.286641 -0.655179 0.1399 0.0638 0.1631
F 1.892841 4.880674 5.115680 0.0314 0.0274 -0.0023
C -0.813023 1.370866 2.927180 0.1992 -0.0878 -0.1153
H 2.092917 0.780786 -3.089675 0.0154 0.0287 0.0029
C 0.698508 -3.824079 3.350436 0.0393 0.0090 0.1598
H -2.989070 1.992562 -3.467175 -0.0035 -0.0194 -0.0183
F -1.407210 0.447902 2.163585 -0.0566 0.0331 0.0004
C 0.966208 -2.700653 2.586731 -0.0394 -0.0640 -0.0437
O 5.245808 -0.461083 -0.327992 -0.2960 0.4159 -0.0208
C -0.027716 -4.854407 2.783904 0.0143 0.1030 -0.0367
C -1.684672 0.520202 -1.590382 0.2160 0.2049 0.4317
H -0.502142 3.519941 -1.584689 -0.0284 0.0143 -0.0587
N 3.376789 0.997374 -0.574492 0.1915 -0.0890 0.0667
C 0.747888 -1.391891 0.455494 -0.0307 -0.4581 -0.1350
H 1.049258 3.302429 -2.408161 -0.0078 -0.0176 -0.0479
C 0.051580 2.885054 -2.272142 0.1747 0.2634 0.4740
H -0.596361 -3.583146 -0.285479 0.0062 -0.0210 0.0288
H -2.254433 1.375312 -1.231563 -0.0505 0.0135 0.0048
N -0.318268 -6.057131 3.596699 -0.0444 -0.1372 0.0759
H -3.015523 -0.951430 -6.577175 -0.0279 0.0040 0.0259
F 1.868554 2.735455 4.823000 0.0972 0.0357 0.0379
C -0.235128 -3.667803 0.730326 -0.0044 -0.0063 -0.0165
H -1.835596 -2.531837 -5.086251 0.0260 0.0408 0.0130
H -1.208655 -1.829103 -2.787479 -0.0065 -0.0275 -0.0563
C -2.719072 1.006394 -3.829662 -0.0398 0.0508 0.0247
O 1.954750 5.447698 2.226245 -0.1156 -0.0052 0.0921
H -1.078798 -5.619213 1.094192 0.0347 0.0035 -0.0108
H -3.626609 1.294668 -5.753586 0.0570 0.0242 0.0259
```
Forces are in eV/Å.

Strongest force on any atom (eV Å⁻¹): 1.97
HOMO energy (Eh): -0.36495
Energy relative to the best compared isomer or geometry (same formula, charge and spin) (eV): 0.634
Orbital gap (hartree): 0.27804